# 1
Entry from the OMol25 dataset: C9H18F18K4O9P3 as an isolated structure at a distorted geometry (ωB97M-V/def2-TZVPD).

```
61
Properties=species:S:1:pos:R:3
K -15.255 -0.062 -10.382
K -16.759 7.074 -8.586
K -14.421 3.393 -12.825
K -12.765 2.380 -7.081
P -15.650 3.419 -9.100
F -16.922 4.396 -9.054
F -16.351 2.305 -8.252
F -16.243 2.850 -10.579
F -14.508 2.321 -9.253
F -14.794 4.504 -10.002
F -14.904 3.911 -7.776
P -15.796 7.034 -12.691
F -15.672 8.542 -13.270
F -15.706 6.530 -14.194
F -14.200 6.961 -12.460
F -15.916 5.558 -12.190
F -15.952 7.584 -11.197
F -17.380 7.055 -12.814
P -11.921 -1.015 -9.028
F -10.717 -0.605 -9.982
F -11.381 -2.563 -9.046
F -10.931 -0.664 -7.732
F -13.032 -1.410 -7.932
F -12.456 0.488 -9.049
F -12.860 -1.551 -10.285
C -18.759 0.032 -8.479
O -19.239 0.373 -7.206
C -20.068 -0.436 -6.571
O -20.618 -1.441 -6.984
O -20.299 0.179 -5.360
C -20.980 -0.581 -4.349
H -18.699 0.923 -9.105
H -19.294 -0.758 -9.005
H -17.749 -0.333 -8.289
H -20.503 -0.283 -3.414
H -20.858 -1.663 -4.303
H -22.024 -0.268 -4.320
C -20.105 4.590 -9.251
O -20.401 3.198 -9.449
C -20.925 2.763 -10.555
O -20.977 3.527 -11.533
O -21.270 1.477 -10.484
C -21.826 0.776 -11.684
H -21.033 5.095 -9.520
H -19.439 4.990 -10.016
H -19.734 4.816 -8.252
H -21.974 -0.304 -11.697
H -21.380 1.138 -12.611
H -22.850 1.142 -11.606
C -20.184 7.402 -5.194
O -19.993 5.908 -5.190
C -18.856 5.375 -5.656
O -17.875 5.967 -6.157
O -18.961 4.080 -5.466
C -18.014 3.081 -5.873
H -20.368 7.747 -4.176
H -21.072 7.565 -5.805
H -19.277 7.879 -5.564
H -17.005 3.463 -5.722
H -18.078 2.821 -6.930
H -18.050 2.213 -5.215
```

The value obtained for the HOMO energy (spin up / spin down) is -15.38 / -15.38 eV. The calculation puts the LUMO energy (spin up / spin down) at -6.052 / -12.244 eV. As for the strongest force on any atom: 6.5 eV Å⁻¹. The net charge is +2. The expectation value of S² is 0.755. The value obtained for the orbital gap (spin up / spin down) is 9.32 / 3.13 eV. Its molecular weight is 861.5 g/mol. The multiplicity is 2. The total energy is -6252.4710 Ha.


# 2
Entry from the OMol25 dataset: C9H18FO9Rb as an isolated structure at a distorted geometry (ωB97M-V/def2-TZVPD).

```
38
Properties=species:S:1:pos:R:3
Rb 4.058 0.147 -1.946
F 1.357 -0.205 -2.287
C 0.445 2.472 -0.956
O -0.691 3.317 -0.778
C -1.587 3.288 -1.776
O -1.465 2.696 -2.802
O -2.681 3.978 -1.458
C -2.758 4.632 -0.178
H 0.912 2.590 -1.927
H 0.193 1.423 -0.812
H 1.145 2.753 -0.163
H -2.722 3.901 0.626
H -3.712 5.149 -0.183
H -1.957 5.359 -0.064
C -5.220 -1.842 1.070
O -4.079 -2.498 0.531
C -3.241 -1.721 -0.166
O -3.414 -0.564 -0.434
O -2.230 -2.477 -0.560
C -1.247 -1.814 -1.352
H -5.432 -0.925 0.529
H -5.064 -1.664 2.133
H -6.066 -2.524 0.966
H -1.687 -1.176 -2.112
H -0.602 -2.559 -1.807
H -0.584 -1.200 -0.754
C 1.911 -1.232 0.539
O 2.753 -1.683 1.616
C 4.048 -1.622 1.429
O 4.616 -1.161 0.444
O 4.661 -2.124 2.489
C 6.068 -2.294 2.351
H 2.109 -0.208 0.225
H 0.900 -1.308 0.917
H 2.026 -1.854 -0.349
H 6.548 -1.343 2.128
H 6.283 -3.022 1.570
H 6.407 -2.683 3.303
```

The value obtained for the HOMO energy is -8.78 eV. The calculation puts the LUMO energy at -0.592 eV. As for the strongest force on any atom: 1.0 eV Å⁻¹. The value obtained for the orbital gap is 8.19 eV. Its molecular weight is 374.7 g/mol. The total energy is -1154.8673 Ha. The value obtained for the energy above the lowest of the compared OMol25 structures with the same formula, charge and spin is 25.8 kJ/mol.


# 3
Entry from the OMol25 dataset: C9H18N2O3S as an isolated structure at a distorted geometry (ωB97M-V/def2-TZVPD).

```
33
Properties=species:S:1:pos:R:3
C -2.363 -1.278 -0.600
C -1.075 -0.892 0.278
C -3.551 -0.425 0.116
C 0.963 0.239 0.206
C 1.250 1.759 -0.106
C 2.009 -0.425 -0.491
C 3.566 -0.426 0.094
C 4.217 -1.344 -1.061
C 3.696 -0.750 1.545
H -2.431 -3.346 0.035
H -2.688 -3.048 -1.641
H -2.245 -1.021 -1.633
H -4.308 -0.724 -0.564
H -3.972 -0.799 1.111
H -3.650 1.876 2.453
H -0.428 0.431 -1.322
H 0.774 -0.031 1.244
H 1.717 -1.572 -0.714
H 2.277 0.193 -1.631
H 4.125 0.689 -0.192
H 3.980 -2.382 -0.921
H 3.786 -0.878 -2.118
H 5.322 -1.280 -1.140
H 3.481 0.254 2.143
H 4.741 -1.092 1.677
H 3.114 -1.608 1.795
H 1.226 3.050 -1.455
N -2.866 -2.627 -0.587
N -0.343 0.077 -0.286
O -0.807 -1.453 1.421
O 2.063 2.506 0.418
O 0.378 2.265 -1.031
S -3.606 1.490 0.165
```

The value obtained for the HOMO energy is -8.98 eV. The calculation puts the LUMO energy at -1.834 eV. As for the strongest force on any atom: 6.4 eV Å⁻¹. The value obtained for the orbital gap is 7.14 eV. Its molecular weight is 234.3 g/mol. The total energy is -1086.8493 Ha. The value obtained for the energy above the lowest of the compared OMol25 structures with the same formula, charge and spin is 911.8 kJ/mol.


# 4
Entry from the OMol25 dataset: a 3-piece molecular cluster, C9H18N2O3S overall at a distorted geometry (ωB97M-V/def2-TZVPD).

```
33
Properties=species:S:1:pos:R:3
C -1.233 -1.412 -0.682
C 0.171 -1.155 0.138
C -2.121 -0.248 -1.293
C -2.638 1.070 -0.480
C -3.321 0.736 0.972
C -1.331 1.893 -0.140
C 2.154 0.050 0.285
C 2.913 1.416 -0.190
C 3.243 -0.800 0.899
H -1.699 -3.406 -0.203
H -1.972 -2.323 0.994
H -0.902 -1.877 -1.552
H -3.091 -0.773 -1.683
H -1.447 0.204 -2.105
H -3.147 1.777 -1.181
H -4.134 -0.072 0.883
H -3.497 1.542 1.714
H -2.591 0.064 1.411
H -0.082 1.201 -0.969
H -1.054 3.527 -0.379
H -1.258 1.562 1.053
H 1.163 -0.560 -1.628
H 1.486 0.353 1.167
H 2.693 -1.563 1.248
H 3.768 -0.261 1.663
H 4.596 -0.805 -1.383
H 3.158 2.290 1.826
N -2.070 -2.375 -0.036
N 1.094 -0.387 -0.587
O 0.377 -1.729 1.234
O 3.226 1.549 -1.445
O 3.439 2.264 0.866
S 4.107 -1.751 -0.419
```

The value obtained for the HOMO energy is -9.25 eV. The calculation puts the LUMO energy at 0.245 eV. As for the strongest force on any atom: 7.3 eV Å⁻¹. The value obtained for the orbital gap is 9.49 eV. Its molecular weight is 234.3 g/mol. The total energy is -1086.8402 Ha. The value obtained for the energy above the lowest of the compared OMol25 structures with the same formula, charge and spin is 935.8 kJ/mol.


# 5
Entry from the OMol25 dataset: a single C9H18N2O4 molecule at a distorted geometry (ωB97M-V/def2-TZVPD).

```
33
Properties=species:S:1:pos:R:3
C 2.515 1.708 -0.920
C 1.692 1.034 0.156
C 2.526 0.899 1.435
C 1.189 -0.349 -0.374
N 0.220 -0.941 0.547
C -1.069 -1.359 0.255
O -1.530 -2.197 0.988
C -1.989 -0.760 -0.802
N -3.063 -1.661 -1.137
C -2.627 0.599 -0.419
C -2.999 0.762 1.050
O -1.683 1.563 -0.815
C 2.261 -1.365 -0.505
O 2.953 -1.498 -1.505
O 2.459 -2.205 0.551
H 2.902 2.724 -0.666
H 1.981 1.809 -1.866
H 3.411 1.180 -1.162
H 0.788 1.562 0.382
H 1.933 0.420 2.217
H 3.400 0.253 1.344
H 2.802 1.873 1.886
H 0.680 -0.245 -1.298
H 0.601 -1.584 1.209
H -1.457 -0.531 -1.725
H -2.643 -2.473 -1.569
H -3.575 -1.945 -0.326
H -3.583 0.716 -0.969
H -3.473 1.716 1.217
H -3.653 -0.046 1.346
H -2.132 0.738 1.738
H -2.042 2.357 -0.434
H 3.203 -2.754 0.168
```

The value obtained for the HOMO energy is -9.55 eV. The calculation puts the LUMO energy at 0.656 eV. As for the strongest force on any atom: 2.6 eV Å⁻¹. The value obtained for the orbital gap is 10.21 eV. Its molecular weight is 218.3 g/mol. The total energy is -764.2266 Ha. The value obtained for the energy above the lowest of the compared OMol25 structures with the same formula, charge and spin is 144.3 kJ/mol. Its SMILES is CC(C)[C@H](NC(=O)[C@@H](N)[C@@H](C)O)C(=O)O.


# 6
Entry from the OMol25 dataset: C9H18N2P as an isolated structure at a distorted geometry (ωB97M-V/def2-TZVPD).

```
30
Properties=species:S:1:pos:R:3
C -3.472 -0.732 -0.967
C -0.995 1.397 -0.119
C -0.127 -0.630 1.474
C -0.189 -1.370 -0.859
C 1.335 -0.125 1.270
C 1.148 -0.761 -1.069
C -0.940 -0.485 0.164
C -2.218 2.000 0.579
C 3.382 -0.145 -0.135
N 0.046 1.875 -0.698
N 2.031 -0.800 0.079
P -2.748 -1.139 0.487
H -4.511 -0.868 -1.009
H -3.040 -0.135 -1.741
H -0.134 -1.655 1.816
H -0.596 0.044 2.087
H -0.597 -1.382 -1.774
H -0.353 -2.446 -0.576
H 1.416 0.898 1.031
H 1.749 -0.445 2.131
H 1.792 -1.344 -1.920
H 0.946 0.235 -1.254
H -2.780 1.401 1.225
H -2.781 2.581 -0.175
H -1.774 2.754 1.116
H 3.727 -0.196 -1.145
H 3.336 0.884 -0.159
H 3.979 -0.528 0.667
H 0.104 2.978 -0.805
H 2.263 -1.860 0.281
```

The value obtained for the HOMO energy is -12.35 eV. The calculation puts the LUMO energy at -2.971 eV. As for the strongest force on any atom: 5.4 eV Å⁻¹. The net charge is +1. The value obtained for the orbital gap is 9.38 eV. Its molecular weight is 185.2 g/mol. The total energy is -804.1918 Ha. The value obtained for the energy above the lowest of the compared OMol25 structures with the same formula, charge and spin is 173.4 kJ/mol.


# 7
Entry from the OMol25 dataset: an isolated ion of composition C9H18N3O3 and charge +1 at a distorted geometry (ωB97M-V/def2-TZVPD).

```
33
Properties=species:S:1:pos:R:3
C 0.893 -3.649 0.101
C 0.638 -3.431 -1.398
C 1.417 -2.304 0.640
C 0.372 -1.933 -1.519
C -1.630 2.747 -0.112
C 1.431 -1.368 -0.576
C -2.105 1.434 0.508
C -0.560 3.455 0.749
C 0.189 0.605 0.208
N 1.249 0.037 -0.202
N -1.031 0.395 0.545
N 0.727 2.951 0.482
O 2.400 0.775 -0.336
O -3.174 0.871 -0.149
O -0.986 3.400 2.078
H -0.030 -3.929 0.605
H 1.614 -4.448 0.264
H 1.524 -3.693 -1.973
H -0.193 -4.029 -1.763
H 0.757 -1.914 1.416
H 2.411 -2.395 1.074
H 0.476 -1.566 -2.538
H -0.634 -1.704 -1.162
H -1.227 2.584 -1.112
H -2.506 3.393 -0.170
H 2.408 -1.386 -1.065
H -2.418 1.606 1.545
H -0.508 4.510 0.398
H -1.381 -0.517 0.842
H 1.263 2.841 1.344
H 2.162 1.728 -0.268
H -3.122 1.001 -1.106
H -0.427 3.934 2.652
```

The value obtained for the HOMO energy (spin up / spin down) is -13.22 / -13.52 eV. The calculation puts the LUMO energy (spin up / spin down) at -4.805 / -5.176 eV. As for the strongest force on any atom: 2.8 eV Å⁻¹. The net charge is +1. The value obtained for the orbital gap (spin up / spin down) is 8.42 / 8.34 eV. Its molecular weight is 216.3 g/mol. The total energy is -743.3145 Ha. The value obtained for the energy above the lowest of the compared OMol25 structures with the same formula, charge and spin is 503.6 kJ/mol.